Molecular formula: C50H65B2CdN8O8Si
Method: DFT, ωB97M-V/def2-TZVPD

Geometry as XYZ:
```
135
Properties=species:S:1:pos:R:3:forces:R:3
Cd -1.162820 -0.186362 0.372616 0.937 -0.805 -1.140
Si 0.549500 -0.157385 -2.865366 0.121 0.016 -0.589
O -3.508706 -4.141188 0.396317 -0.508 -0.117 -0.100
O -4.143986 1.112955 0.343759 -0.080 -0.215 -0.202
O -2.197976 -2.394095 0.329262 0.356 0.324 -0.024
O 2.116929 -0.323704 -3.415257 -0.087 -0.432 0.074
O 0.066996 1.322982 -3.488154 0.141 -0.030 -0.092
O -0.333099 -1.279281 -3.709083 0.235 0.048 0.014
O -2.811476 1.781037 2.059757 0.041 0.098 0.212
O 0.409720 -0.230821 -1.301173 -0.475 -0.163 0.863
N 1.102623 0.524896 4.134418 0.395 -0.056 -0.102
N 2.569896 -1.311084 1.779212 0.213 -0.080 -0.626
N -0.021773 -0.171901 3.870004 0.009 -0.489 -0.505
N 1.359019 2.092969 2.158100 -0.098 0.090 -0.059
N 1.735250 -2.111090 2.504426 -0.996 -1.819 0.771
N -1.351314 -4.300282 1.282002 0.873 0.362 0.163
N 2.806174 -0.025369 2.124043 0.315 -0.069 -0.081
N 0.358663 1.891544 1.250910 0.332 0.328 -0.186
C -0.570333 -0.493950 5.032720 0.311 0.123 0.069
C 2.250950 -1.144638 -5.730606 -0.027 0.173 0.302
C 2.597718 -5.017004 -0.723840 -0.222 -0.068 -0.026
C -1.691395 -1.440770 5.118018 -0.230 -0.129 -0.172
C 2.465828 -3.733317 -0.215019 0.011 0.169 -0.137
C -1.719489 -1.322286 -4.017063 -0.393 -0.085 -0.143
C 3.487907 -1.754261 0.921265 0.133 0.261 -0.223
C 1.247939 0.691070 5.471370 -0.016 -0.098 0.302
C 0.032755 3.107350 0.791202 0.041 -0.303 0.314
C -6.341639 3.780978 1.606440 -0.003 0.093 0.053
C 0.800601 4.095140 1.428764 0.047 0.122 -0.117
C -2.062737 -2.790487 -4.269848 0.146 0.101 0.157
C -3.228034 3.980846 -1.817354 0.042 -0.069 -0.041
C 3.915154 0.357368 1.436308 -0.005 -0.065 0.031
C -2.383047 -1.819401 3.966950 0.053 0.107 0.043
C 3.796774 -5.700033 -0.612059 0.113 -0.001 -0.029
C 2.721325 -2.643134 -3.797629 -0.214 0.051 0.224
C 0.859902 2.469602 -3.791369 0.247 0.265 -0.222
C -4.297820 3.573741 2.896020 0.207 -0.051 0.034
C 0.191664 0.057743 6.084164 -0.067 -0.002 -0.037
C -2.569382 -0.788365 -2.864046 0.383 0.029 0.021
C -3.788408 -5.430330 0.880876 -0.043 0.012 -0.114
C -2.895299 4.842448 -0.780850 -0.013 0.026 0.042
C -4.762251 2.124383 1.015590 0.151 0.144 0.276
C 4.508594 1.721966 1.505699 -0.138 -0.032 -0.112
C 1.617880 3.415872 2.288316 0.257 0.122 0.100
C -3.001023 -3.035093 6.372139 -0.067 0.012 0.058
C 4.368289 -0.699107 0.682192 -0.074 -0.166 -0.026
C -3.942621 2.535466 2.064331 -0.255 -0.030 -0.219
C 4.258140 -0.746591 -4.304379 -0.123 0.078 0.088
C -2.019119 -2.057403 6.325045 0.013 0.041 -0.003
C 1.611941 2.243215 -5.108765 -0.036 -0.129 0.208
C -1.361847 2.568775 -1.233600 -0.096 0.063 0.278
C -5.517137 4.199346 2.644876 -0.076 0.015 0.013
C -1.052681 3.400871 -0.160272 -0.196 -0.228 -0.051
C 3.551351 -3.127199 0.406531 0.125 -0.113 0.092
C 2.380834 1.411004 6.128640 -0.016 -0.008 -0.181
C -1.976300 -0.501151 -5.286852 0.163 -0.057 0.139
C -3.673922 -3.412978 5.217998 0.037 0.023 0.003
C 2.622981 4.004038 3.226439 -0.046 0.001 -0.016
C -2.452149 2.855688 -2.043728 -0.202 -0.063 0.035
C -3.361121 -2.798178 4.013241 -0.018 -0.023 -0.020
C -0.079088 3.662393 -3.973475 0.056 -0.099 0.070
C 4.763644 -3.811731 0.508314 0.009 -0.009 0.058
C -1.820540 4.550432 0.041651 0.015 0.069 0.012
C 2.801035 -1.212667 -4.296816 0.224 0.194 -0.251
C 4.886444 -5.094104 0.002029 -0.018 -0.025 -0.042
C -2.265830 -3.596204 0.693228 0.293 -0.208 0.213
C -5.975067 2.727904 0.770306 -0.011 -0.135 -0.155
C 1.864699 2.758919 -2.670420 -0.206 -0.216 0.042
B -2.899839 0.901761 0.962214 -0.548 0.664 0.463
B 2.057635 1.037142 3.042229 -0.826 0.237 0.206
H 1.550718 -3.171340 -0.357257 -0.153 -0.078 0.054
H -3.861190 -3.087800 3.096793 -0.005 0.033 0.003
H 3.893401 -6.698147 -1.022561 -0.022 0.020 0.036
H 5.829298 -5.621839 0.080094 -0.020 0.026 0.018
H 2.255097 1.360672 7.208384 0.002 0.005 0.017
H 2.416591 2.460451 5.831761 0.037 -0.055 0.068
H -1.954229 -3.353412 -3.340170 -0.035 -0.025 -0.048
H 5.435338 1.728289 0.935463 -0.004 -0.009 -0.033
H -5.828263 5.024086 3.274295 -0.003 -0.007 -0.016
H 2.528726 1.900462 -2.555251 0.082 0.086 0.023
H -1.493371 -1.787554 7.232908 0.030 -0.005 -0.019
H 2.454409 3.648944 -2.900308 -0.010 0.007 -0.008
H -4.080268 4.194473 -2.450837 -0.001 -0.012 0.003
H -3.818376 -5.453164 1.975403 0.052 -0.033 0.012
H 3.283987 -3.321291 -4.442434 0.003 0.023 0.000
H -1.495067 -0.976274 -6.145580 0.006 0.032 -0.008
H 0.906548 1.955147 -5.891961 0.025 0.006 -0.008
H -2.686115 2.193284 -2.868971 0.041 0.137 0.022
H 5.603142 -3.331294 0.997230 -0.014 -0.013 -0.017
H 3.618882 3.586885 3.072637 -0.115 0.180 0.100
H 1.339200 2.910256 -1.724600 0.054 0.047 -0.028
H 4.724880 2.008196 2.535174 0.038 -0.069 -0.087
H 4.857337 -1.365352 -4.975429 0.019 -0.009 0.021
H 2.136999 3.150333 -5.416545 -0.024 0.019 0.018
H 2.952951 1.607795 3.588774 -0.053 -0.181 0.076
H 0.880163 -1.632391 2.781946 -0.145 0.120 -0.146
H 2.665187 5.078586 3.055753 0.007 0.033 0.026
H -1.378643 -3.204242 -5.013842 -0.025 -0.001 -0.019
H -6.609423 2.399288 -0.043277 0.035 0.010 0.007
H -0.535422 3.940504 -3.027123 0.055 0.113 -0.130
H 2.741309 -1.896168 -6.352753 -0.015 0.002 0.003
H -1.595648 -5.255851 1.500539 -0.241 0.146 -0.099
H 2.342306 3.831460 4.266911 0.040 0.063 -0.051
H 2.427658 -0.158703 -6.163367 -0.031 -0.133 -0.052
H 4.310485 0.291108 -4.641619 0.041 -0.026 0.009
H -0.000950 0.001428 7.142622 0.045 0.012 -0.003
H -7.282901 4.289944 1.438900 0.003 -0.024 0.000
H 1.676397 -2.945766 -3.775883 -0.096 -0.157 0.014
H 2.335516 1.442606 -4.969798 -0.037 0.135 -0.072
H 0.476577 4.519158 -4.360721 0.010 -0.016 -0.028
H 3.337884 0.956675 5.868004 0.019 0.042 0.031
H -0.872517 3.402995 -4.678665 0.012 0.035 -0.003
H 1.180658 -1.331941 -5.704747 -0.115 -0.051 -0.091
H -4.769899 -5.700329 0.493842 -0.035 0.012 0.008
H -3.047445 -0.417379 -5.484417 0.009 -0.028 -0.006
H 5.206853 -0.710532 0.006484 -0.051 0.023 0.015
H -1.553133 0.494480 -5.152920 -0.052 0.043 -0.039
H 0.795057 5.158600 1.253635 -0.068 -0.018 0.012
H 3.115752 -2.699749 -2.784889 0.062 -0.066 0.095
H 4.669892 -0.800513 -3.294105 0.017 -0.020 -0.029
H -3.491590 5.728313 -0.598024 0.012 -0.007 0.023
H -1.579923 5.209973 0.866563 -0.045 -0.034 0.037
H -3.238483 -3.509437 7.317380 0.009 0.005 -0.011
H -2.294306 -1.295486 -1.936982 -0.131 -0.096 -0.027
H -4.429798 -4.187888 5.259673 -0.001 0.014 -0.014
H -2.138223 -1.344815 3.027846 -0.010 -0.049 -0.099
H -3.629116 -0.962950 -3.054402 -0.014 0.069 0.017
H 1.753285 -5.479931 -1.220073 0.012 0.049 0.038
H 1.540731 -3.075686 2.103429 0.434 2.006 0.156
H -3.638664 3.892603 3.693688 -0.040 -0.010 0.001
H -3.062558 -6.171391 0.527726 -0.043 -0.001 0.004
H -2.392518 0.283571 -2.738035 -0.088 -0.170 0.007
H -3.088392 -2.888139 -4.631275 0.005 -0.023 0.021
H 3.827190 2.461183 1.077767 0.063 -0.014 0.036
H -0.721446 1.726152 -1.465761 -0.155 0.108 0.161
```
Positions in Å, forces in eV/Å.

As for the energy relative to the best compared isomer or geometry (same formula, charge and spin): 158.4 kJ/mol. The total energy comes out at -95012.211 eV. For the HOMO energy, the calculation gives -5.36 eV. Its net charge is -1.